Density functional theory data (ωB97M-V/def2-TZVPD) for C45H31IIrP as an isolated structure at a distorted geometry.

Geometry (Å):
Ir: 15.2333 10.3747 13.7869
I: 14.8336 7.6037 13.5595
C: 15.3526 8.0186 11.4875
C: 14.4288 7.6465 10.5558
C: 14.8603 7.1201 9.2875
C: 16.2033 6.8535 9.1162
C: 17.1411 7.2896 10.0842
C: 18.4982 6.8531 10.0118
C: 19.4498 7.4343 10.8416
C: 19.0800 8.4956 11.6819
C: 17.7526 8.7900 11.9938
P: 17.3957 10.1960 13.0962
C: 17.8770 11.5543 11.9780
C: 18.8734 12.5712 12.3012
C: 19.1113 13.5885 11.4064
C: 18.3505 13.6579 10.2072
C: 17.3723 12.7355 9.9357
C: 17.1311 11.6523 10.7959
C: 18.4505 10.1795 14.6140
C: 18.5444 11.3739 15.3217
C: 19.2979 11.3789 16.5065
C: 20.0198 10.2363 16.9299
C: 19.9072 9.0661 16.1880
C: 18.9778 8.9893 15.1086
C: 16.7371 8.0946 11.1883
H: 13.3571 7.7496 10.7495
H: 14.0883 6.7850 8.6168
H: 16.5373 6.5354 8.1288
H: 18.8053 6.0967 9.2739
H: 20.5061 7.1256 10.8468
H: 19.8461 9.0930 12.1256
H: 19.5585 12.4887 13.1591
H: 19.9006 14.3692 11.6156
H: 18.5024 14.4704 9.5284
H: 16.7657 12.8334 9.0311
H: 16.2614 11.0097 10.6882
H: 17.9570 12.2661 15.1190
H: 19.2201 12.2676 17.1195
H: 20.6923 10.2739 17.7773
H: 20.4018 8.1540 16.4482
H: 18.7402 8.0572 14.6235
C: 13.5297 11.0496 13.2966
C: 12.4085 11.5311 13.0256
C: 11.1939 12.1625 12.7658
C: 10.6299 12.1350 11.3870
C: 9.8790 13.1600 10.7741
C: 9.3750 12.9503 9.5035
C: 9.4652 11.7360 8.8094
C: 10.2743 10.7614 9.3802
C: 10.9143 10.9990 10.5961
C: 10.4418 12.6982 13.8814
C: 11.0310 12.7904 15.1641
C: 10.3793 13.4096 16.2515
C: 9.1449 14.0490 16.0331
C: 8.5176 13.8686 14.8086
C: 9.1532 13.1850 13.7795
H: 9.6133 14.0523 11.3255
H: 8.8631 13.7639 9.0551
H: 8.9043 11.5807 7.9123
H: 10.6183 9.9622 8.7784
H: 11.5233 10.2353 11.0951
H: 11.9910 12.3430 15.3367
H: 10.9779 13.6160 17.1480
H: 8.7441 14.7601 16.7489
H: 7.6052 14.4484 14.6030
H: 8.6485 13.1781 12.8084
C: 15.2117 10.8477 15.5451
C: 15.1206 10.9103 16.8073
C: 15.0892 10.9779 18.1779
C: 16.1751 10.5987 19.0907
C: 16.0526 10.8292 20.4487
C: 14.7826 11.1887 20.9624
C: 13.7500 11.6600 20.1673
C: 13.9687 11.5852 18.7944
H: 17.1521 10.3075 18.7098
H: 16.9498 10.8475 21.0342
H: 14.5826 11.1584 22.0361
H: 12.8620 12.1374 20.5815
H: 13.2373 12.0252 18.1107

E_tot = -67387.68913 eV
multiplicity = 5
charge = 0
molecular weight = 921.84 g mol⁻¹
highest occupied orbital energy (spin up / spin down) = -5.899 / -7.200 eV
relative energy (zero: lowest compared OMol25 entry of this formula, charge and spin) = 0.0 kJ/mol

Atom charges from the Mulliken analysis, given in e for atoms 1 to 8: 0.64 -0.02 -0.08 -0.62 -0.86 -0.79 0.47 -0.69